(1)
Computed, not measured: a single C3H4N2 molecule at a distorted geometry, with the ωB97M-V functional and the def2-TZVPD basis.

Each line ends with the Mulliken charge.
Element x y z (Å)
C1 2.997 -0.487 -0.456  -0.17
C2 0.261 -0.127 0.001  0.10
C3 -1.181 0.279 -0.204  -0.72
N1 2.488 0.412 0.235  -0.31
N2 1.262 0.409 0.466  0.14
H1 4.083 -0.211 -0.809  0.18
H2 -1.971 0.222 0.641  0.28
H3 -1.496 -0.421 -0.959  0.28
H4 -1.085 1.409 -0.558  0.22

**Energy above the lowest of the compared OMol25 structures with the same formula, charge and spin**: 645.9 kJ/mol
**Spin multiplicity**: 1
**Gap between HOMO and LUMO (spin up / spin down)**: 0.3032 / 0.2503 Ha
**LUMO energy (spin up / spin down)**: -0.21 / -0.72 eV

=====

(2)
Computed, not measured: 5 unconnected molecules or ions with the total composition C4H19NO5 at a distorted geometry, with the ωB97M-V functional and the def2-TZVPD basis.

Each line ends with the Mulliken charge.
Element x y z (Å)
C1 0.532 1.571 0.771  -0.92
O1 0.479 0.289 0.047  -0.51
C2 1.559 -0.043 -0.807  -0.76
C3 2.822 -0.294 0.071  0.78
C4 4.150 -0.523 -0.626  -1.49
N1 2.618 -1.537 0.820  -0.80
H1 0.823 2.390 0.113  0.38
H2 1.252 1.669 1.583  0.31
H3 -0.416 1.758 1.274  0.34
H4 1.365 -0.971 -1.345  0.31
H5 1.621 0.809 -1.484  0.39
H6 2.961 0.524 0.778  0.16
H7 4.064 0.067 -1.539  0.35
H8 4.292 -1.588 -0.812  0.37
H9 5.012 -0.273 -0.008  0.34
H10 3.280 -1.587 1.582  0.25
H11 1.842 -1.414 1.455  0.23
O2 -4.105 -1.210 2.092  -0.63
H12 -4.940 -0.817 2.347  0.33
H13 -4.189 -1.361 1.150  0.34
O3 -3.600 2.731 -0.929  -0.63
H14 -3.294 3.143 -1.737  0.29
H15 -3.152 1.885 -0.906  0.46
O4 -1.979 0.697 -0.694  -0.76
H16 -1.105 0.405 -0.438  0.50
H17 -2.539 -0.065 -0.549  0.47
O5 -3.206 -1.769 -0.524  -0.70
H18 -2.879 -2.612 -0.209  0.31
H19 -3.267 -1.875 -1.473  0.30

**Energy above the lowest of the compared OMol25 structures with the same formula, charge and spin**: 144.6 kJ/mol
**Spin multiplicity**: 1
**Gap between HOMO and LUMO**: 0.3729 Ha
**LUMO energy**: 0.33 eV

=====

(3)
Computed, not measured: 2 unconnected molecules or ions with the total composition C4H12N2O2, with the ωB97M-V functional and the def2-TZVPD basis.

Each line ends with the Mulliken charge.
Element x y z (Å)
C1 0.137 1.569 2.368  -0.86
C2 1.246 2.268 1.630  0.67
O1 1.946 3.149 2.043  -0.55
O2 1.380 1.769 0.371  -0.41
H1 -0.765 1.636 1.765  0.28
H2 0.028 2.013 3.353  0.31
H3 0.379 0.517 2.525  0.24
H4 2.110 2.282 -0.042  0.32
N1 -1.510 -1.850 0.335  -0.68
C3 -0.321 -1.336 -0.388  0.06
C4 -0.666 -1.218 -1.869  -0.54
N2 0.523 -1.180 -2.696  -0.58
H5 -2.276 -1.207 0.138  0.24
H6 -1.350 -1.754 1.335  0.25
H7 0.468 -2.075 -0.272  0.32
H8 0.002 -0.358 -0.025  -0.13
H9 -1.234 -2.117 -2.126  0.41
H10 -1.358 -0.373 -1.996  0.24
H11 0.368 -1.493 -3.643  0.23
H12 0.894 -0.242 -2.806  0.19

**Energy above the lowest of the compared OMol25 structures with the same formula, charge and spin**: 119.9 kJ/mol
**Spin multiplicity**: 1
**Gap between HOMO and LUMO**: 0.3632 Ha
**LUMO energy**: 0.59 eV

=====

(4)
Computed, not measured: a molecular structure, C37H86AsCl2F6N4O19Zn at a distorted geometry, with the ωB97M-V functional and the def2-TZVPD basis.

Each line ends with the Mulliken charge.
Element x y z (Å)
Zn1 -2.394 -1.351 3.733  0.20
As1 -0.702 0.460 0.833  1.76
F1 -1.952 -0.055 -0.242  -0.73
F2 -1.520 1.983 0.994  -0.44
F3 0.484 0.880 2.018  -0.27
F4 0.104 -1.032 0.520  -0.39
F5 0.189 1.206 -0.442  -0.72
F6 -1.669 -0.246 2.152  0.49
C1 -4.464 -3.850 -0.750  -1.58
C2 -3.027 -3.985 -1.283  0.39
C3 -2.937 -3.935 -2.786  -0.65
O1 -3.640 -5.031 -3.333  -0.41
C4 -3.800 -4.942 -4.717  -0.69
N1 -2.245 -2.907 -0.643  0.87
H1 -4.396 -3.753 0.332  0.20
H2 -5.058 -4.734 -0.972  0.43
H3 -4.927 -2.941 -1.139  0.33
H4 -2.640 -4.922 -0.869  0.39
H5 -1.905 -3.974 -3.158  0.40
H6 -3.335 -2.954 -3.100  0.31
H7 -2.978 -4.432 -5.232  0.24
H8 -4.717 -4.433 -5.040  0.29
H9 -3.859 -5.945 -5.141  0.27
H10 -2.611 -1.982 -0.853  -0.19
H11 -1.297 -2.937 -1.035  -0.57
C5 -1.241 -4.924 1.925  -1.36
C6 -1.510 -3.782 2.906  0.50
C7 -0.205 -3.065 3.207  -0.81
O2 -0.443 -1.934 4.054  -0.02
C8 0.766 -1.245 4.389  -0.42
N2 -2.587 -2.867 2.383  0.57
H12 -2.136 -5.513 1.748  0.39
H13 -0.414 -5.550 2.282  0.51
H14 -0.776 -4.594 0.995  0.16
H15 -1.852 -4.311 3.803  0.28
H16 0.388 -2.826 2.319  0.29
H17 0.469 -3.766 3.716  0.56
H18 0.607 -0.356 4.991  0.24
H19 1.311 -1.005 3.481  -0.17
H20 1.379 -1.936 4.978  0.42
H21 -3.429 -3.441 2.285  0.50
H22 -2.350 -2.840 1.350  -0.70
C9 3.917 0.971 3.556  -0.16
C10 3.631 2.463 3.407  0.59
C11 3.523 2.858 1.952  -0.21
O3 4.755 2.635 1.326  -0.22
C12 4.770 3.023 -0.019  -0.75
N3 2.371 2.792 4.086  -0.62
H23 4.044 0.704 4.610  0.57
H24 4.829 0.712 3.014  -0.44
H25 3.138 0.304 3.182  -0.38
H26 4.423 3.017 3.911  0.32
H27 3.238 3.917 1.852  0.56
H28 2.679 2.310 1.499  -0.30
H29 5.636 2.581 -0.519  0.20
H30 5.020 4.084 -0.153  0.37
H31 3.878 2.734 -0.578  0.22
H32 1.539 2.525 3.562  -0.16
H33 2.260 2.221 4.921  0.25
C13 2.391 -4.127 -1.249  -1.41
C14 2.151 -3.427 -2.575  0.66
C15 2.212 -4.385 -3.745  -0.56
O4 3.570 -4.784 -3.892  -0.31
C16 3.795 -5.291 -5.186  -0.69
N4 0.841 -2.755 -2.540  0.29
H34 1.725 -4.991 -1.178  0.39
H35 2.125 -3.521 -0.380  0.13
H36 3.442 -4.378 -1.109  0.34
H37 2.943 -2.692 -2.769  0.17
H38 1.971 -3.797 -4.643  0.26
H39 1.572 -5.267 -3.644  0.37
H40 4.812 -5.655 -5.277  0.27
H41 3.566 -4.485 -5.893  0.22
H42 3.116 -6.114 -5.441  0.29
H43 0.583 -2.159 -3.324  -0.09
H44 0.874 -2.144 -1.728  -0.25
C17 2.791 -0.959 -7.134  -1.06
C18 1.290 -0.856 -7.340  -0.11
O5 0.755 0.114 -6.418  -0.40
C19 0.177 -0.299 -5.328  0.78
O6 -0.035 -1.422 -5.020  -0.72
O7 -0.261 0.804 -4.736  -0.37
C20 -0.920 0.715 -3.462  0.31
H45 3.214 0.030 -6.939  0.33
H46 3.287 -1.276 -8.053  0.39
H47 3.103 -1.572 -6.289  0.17
H48 0.778 -1.801 -7.162  0.23
H49 1.100 -0.488 -8.344  0.33
H50 -1.999 0.598 -3.534  0.26
H51 -0.710 1.671 -2.985  -0.01
H52 -0.413 -0.042 -2.870  -0.26
C21 -7.174 2.271 4.314  -1.43
C22 -5.896 1.446 4.136  0.18
O8 -6.147 0.561 3.021  -0.37
C23 -5.271 -0.368 2.713  0.69
O9 -4.237 -0.587 3.310  -0.26
O10 -5.612 -1.030 1.651  -0.12
C24 -6.838 -0.784 0.940  -0.67
H53 -7.922 1.540 4.622  0.34
H54 -7.538 2.832 3.457  0.37
H55 -6.979 3.003 5.099  0.41
H56 -5.776 0.841 5.038  0.32
H57 -5.034 2.104 4.020  -0.05
H58 -6.750 -1.287 -0.013  0.20
H59 -6.902 0.295 0.793  0.28
H60 -7.719 -1.071 1.510  0.31
C25 1.303 8.462 -4.776  -1.25
C26 0.304 7.520 -4.161  -0.17
O11 0.821 6.831 -3.042  -0.32
C27 0.018 5.973 -2.450  0.68
O12 -1.158 5.861 -2.657  -0.55
O13 0.675 5.430 -1.440  -0.27
C28 -0.011 4.735 -0.421  0.05
H61 2.213 7.902 -5.012  0.31
H62 1.621 9.298 -4.154  0.32
H63 0.911 8.851 -5.713  0.38
H64 -0.049 6.821 -4.931  0.31
H65 -0.653 8.022 -3.976  0.31
H66 -0.577 3.930 -0.909  -0.03
H67 -0.774 5.358 0.048  0.32
H68 0.630 4.222 0.285  -0.08
C29 7.810 0.879 2.096  -0.79
C30 7.930 -0.125 0.968  -0.33
O14 6.861 0.044 0.021  -0.42
C31 5.694 -0.458 0.327  0.82
O15 5.406 -1.084 1.292  -0.59
O16 4.854 -0.096 -0.628  -0.37
C32 3.468 -0.227 -0.341  -0.32
H69 7.095 0.508 2.829  0.18
H70 7.522 1.852 1.707  0.16
H71 8.782 0.955 2.588  0.44
H72 8.092 -1.155 1.289  0.31
H73 8.803 0.063 0.338  0.34
H74 3.161 -1.237 -0.619  0.40
H75 2.942 0.467 -0.996  0.25
H76 3.161 -0.044 0.688  -0.08
C33 -0.889 4.005 3.369  -1.03
C34 -2.025 3.233 4.016  0.18
O17 -1.591 2.572 5.231  -0.33
C35 -1.744 1.299 5.432  0.71
O18 -2.144 0.486 4.612  -0.16
O19 -1.403 1.036 6.680  -0.39
C36 -1.350 -0.298 7.162  -0.32
H77 -0.346 4.668 4.045  0.50
H78 -1.457 4.674 2.713  0.38
H79 -0.146 3.460 2.799  -0.12
H80 -2.263 2.476 3.269  -0.07
H81 -2.853 3.888 4.259  0.40
H82 -2.220 -0.546 7.769  0.32
H83 -0.427 -0.471 7.701  0.32
H84 -1.424 -1.001 6.326  -0.14
C37 -3.661 3.228 -1.582  0.53
Cl1 -3.854 3.633 -3.277  -0.14
Cl2 -5.052 2.250 -1.063  -0.16
H85 -2.764 2.636 -1.439  -0.59
H86 -3.628 4.117 -0.965  0.28

**Energy above the lowest of the compared OMol25 structures with the same formula, charge and spin**: 0.0 kJ/mol
**Spin multiplicity**: 1
**Gap between HOMO and LUMO**: 0.2782 Ha
**Total charge**: +1
**LUMO energy**: -3.13 eV

=====

Which formula does entry 4 have?
C37H86AsCl2F6N4O19Zn

=====

spin multiplicity of number 3 (C4H12N2O2)?
1

=====

What did the third record say?
Computed, not measured: 2 unconnected molecules or ions with the total composition C4H12N2O2, with the ωB97M-V functional and the def2-TZVPD basis.

Each line ends with the Mulliken charge.
Element x y z (Å)
C1 0.137 1.569 2.368  -0.86
C2 1.246 2.268 1.630  0.67
O1 1.946 3.149 2.043  -0.55
O2 1.380 1.769 0.371  -0.41
H1 -0.765 1.636 1.765  0.28
H2 0.028 2.013 3.353  0.31
H3 0.379 0.517 2.525  0.24
H4 2.110 2.282 -0.042  0.32
N1 -1.510 -1.850 0.335  -0.68
C3 -0.321 -1.336 -0.388  0.06
C4 -0.666 -1.218 -1.869  -0.54
N2 0.523 -1.180 -2.696  -0.58
H5 -2.276 -1.207 0.138  0.24
H6 -1.350 -1.754 1.335  0.25
H7 0.468 -2.075 -0.272  0.32
H8 0.002 -0.358 -0.025  -0.13
H9 -1.234 -2.117 -2.126  0.41
H10 -1.358 -0.373 -1.996  0.24
H11 0.368 -1.493 -3.643  0.23
H12 0.894 -0.242 -2.806  0.19

**Energy above the lowest of the compared OMol25 structures with the same formula, charge and spin**: 119.9 kJ/mol
**Spin multiplicity**: 1
**Gap between HOMO and LUMO**: 0.3632 Ha
**LUMO energy**: 0.59 eV